No. 1
Entry from the Open Molecules 2025 dataset: C23H25N6NiO2Se4 as an isolated structure (ωB97M-V with the def2-TZVPD basis set).

XYZ file:
```
61
Properties=species:S:1:pos:R:3:forces:R:3
Ni 8.68333 -8.25788 11.62599 0.1942 0.4289 -0.1927
C 8.92700 -5.61324 8.28395 -0.4915 -1.8678 0.5675
O 8.12893 -6.48059 9.14276 -0.4566 0.1697 0.0264
C 6.88505 -6.01377 9.57532 0.5867 1.6254 -0.9892
C 6.22642 -5.01161 8.79809 -0.1423 -1.3004 2.9363
C 5.12643 -4.34214 9.33843 0.4888 -0.4698 0.2101
C 4.68230 -4.66831 10.63732 0.7232 -0.1413 -1.2247
C 5.28331 -5.71558 11.35133 -0.4361 1.0857 -0.7354
C 6.36959 -6.42265 10.83021 0.4613 -0.5605 -0.1742
N 6.82662 -7.63835 11.42189 -0.3601 0.4725 0.5298
N 5.99865 -7.98651 12.42095 0.0063 1.4285 -1.3483
C 5.85531 -9.26088 12.68336 0.4419 -2.2180 1.4618
C 6.87541 -10.27873 12.45551 -0.7575 1.1534 -0.9568
O 8.06636 -9.98076 12.02526 -1.1182 -1.2954 0.2724
C 6.50913 -11.63408 12.70045 1.6146 -0.7597 0.3410
C 5.41764 -11.97974 13.41451 -0.7606 0.0772 0.9937
C 4.41245 -10.97570 13.70444 -0.3496 -2.5034 1.7417
C 3.21720 -11.38762 14.42134 1.1772 -0.8059 -0.8046
C 2.16861 -10.54776 14.50276 -0.7387 1.0739 0.0461
C 2.32604 -9.18726 14.06380 0.2856 -0.0756 0.2799
C 3.56841 -8.72381 13.68836 -0.1421 0.2580 -0.6576
C 4.62688 -9.65981 13.40976 0.4022 1.9033 -0.8297
H 8.44541 -5.43110 7.33798 -0.2088 -0.0033 -0.4334
H 9.84586 -6.19307 8.09988 -0.2892 0.3864 0.2196
H 9.10360 -4.68242 8.77706 0.2887 0.6949 0.3932
H 6.63990 -4.75995 7.87400 0.3601 0.4548 -1.2927
H 4.70092 -3.54496 8.73128 -0.2452 -0.1255 0.3574
H 3.85611 -4.08176 10.99006 -0.2686 -0.0776 0.5944
H 4.92127 -5.99003 12.32613 -0.0664 -0.0808 0.0401
H 7.28557 -12.37486 12.43673 -0.4356 0.3885 0.3052
H 5.33278 -12.94979 13.96820 -0.0845 0.6627 -1.1809
H 3.13789 -12.43091 14.80187 0.1429 0.8413 -0.4353
H 1.23255 -10.90124 14.93717 0.1327 0.2613 -0.1471
H 1.47665 -8.49694 14.02066 0.2870 -0.2894 0.3990
H 3.72155 -7.63647 13.48929 -0.1132 -1.1791 -0.0287
Se 11.63528 -10.87881 11.36907 0.2743 -0.8069 0.3984
Se 13.25489 -9.23156 11.32917 2.1483 -1.4428 1.9835
Se 12.36678 -7.79630 9.84759 -0.0494 1.1842 -2.2953
Se 10.43660 -9.00650 9.97060 -1.7334 0.3737 -0.7570
C 9.00981 -6.21574 13.93536 -0.7551 0.1120 -1.8742
N 9.79598 -7.01700 12.84748 -2.0372 0.7506 0.3841
C 10.34860 -6.04059 11.86198 1.4152 -1.3238 -1.1216
N 11.19739 -5.10402 12.51533 1.1979 0.3480 0.9830
C 10.44758 -4.31047 13.50875 -1.6614 -2.4562 -1.1222
N 9.82535 -5.18470 14.55474 1.1983 -0.4667 0.3774
C 10.91623 -5.93989 15.21133 1.2482 -0.6865 -1.3484
N 11.70884 -6.79591 14.26098 -0.4930 0.6946 -0.1064
C 10.81847 -7.75395 13.62083 1.1481 0.1439 0.0308
C 12.25948 -5.92484 13.20463 0.1620 0.9655 -0.1196
H 8.59353 -6.92404 14.65293 0.4717 -0.0567 0.1802
H 8.09445 -5.76263 13.48784 0.8185 -0.1717 -0.1945
H 9.61038 -5.51217 11.26020 -0.6716 -0.2167 0.4268
H 11.00431 -6.61015 11.08399 -1.3890 1.0263 1.7440
H 9.62248 -3.79526 12.99402 0.3118 -0.0083 0.0924
H 11.09537 -3.63732 13.95877 1.1456 1.3400 0.9997
H 10.52739 -6.63090 15.93116 -0.5174 -0.2062 0.5507
H 11.71933 -5.38356 15.67040 -0.3528 1.0702 0.3679
H 10.30877 -8.34308 14.40400 0.1598 0.0525 -0.5221
H 11.54454 -8.37211 13.05329 -1.2338 0.0019 -0.3024
H 12.88405 -6.43298 12.42093 -0.9851 -0.0417 0.8405
H 12.93977 -5.22928 13.69394 0.0508 0.2079 0.1199
```
Forces are in eV/Å.

Calculated values
multiplicity	3
charge	-1
expectation value of S²	2.493
gap between HOMO and LUMO (spin up / spin down)	5.26 / 5.67	eV

Population analysis type Mulliken, resulting atomic charges in e: atom 1 (Ni): 0.06, atom 2 (C): -0.96, atom 3 (O): -0.23, atom 4 (C): 0.63, atom 5 (C): -0.89, atom 6 (C): -0.50, atom 7 (C): -1.00, atom 8 (C): -0.10, atom 9 (C): 0.52, atom 10 (N): 0.22, atom 11 (N): -0.22, atom 12 (C): -0.07, atom 13 (C): 0.86, atom 14 (O): -0.42, atom 15 (C): -0.95, atom 16 (C): -0.68, atom 17 (C): 1.00, atom 18 (C): -0.94, atom 19 (C): -0.35, atom 20 (C): -0.63, atom 21 (C): -0.24, atom 22 (C): 0.36, atom 23 (H): 0.40, atom 24 (H): 0.11, atom 25 (H): 0.47, atom 26 (H): 0.35, atom 27 (H): 0.37, atom 28 (H): 0.37, atom 29 (H): 0.43, atom 30 (H): 0.34, atom 31 (H): 0.23, atom 32 (H): 0.26, atom 33 (H): 0.35, atom 34 (H): 0.36, atom 35 (H): 0.13, atom 36 (Se): -0.37, atom 37 (Se): -0.24, atom 38 (Se): -0.23, atom 39 (Se): -0.22, atom 40 (C): -0.73, atom 41 (N): 1.16, atom 42 (C): 0.66, atom 43 (N): 0.00, atom 44 (C): -0.60, atom 45 (N): 0.06, atom 46 (C): -0.79, atom 47 (N): -0.03, atom 48 (C): -0.39, atom 49 (C): -0.49, atom 50 (H): 0.30, atom 51 (H): 0.09, atom 52 (H): -0.04, atom 53 (H): -0.84, atom 54 (H): 0.36, atom 55 (H): 0.39, atom 56 (H): 0.46, atom 57 (H): 0.37, atom 58 (H): 0.24, atom 59 (H): -0.10, atom 60 (H): -0.01, atom 61 (H): 0.36

***

No. 2
Entry from the Open Molecules 2025 dataset: C23H25N8O4Pt as an isolated structure (ωB97M-V with the def2-TZVPD basis set).

XYZ file:
```
61
Properties=species:S:1:pos:R:3:forces:R:3
Pt 0.24724 0.54216 -0.68247 0.8136 0.1830 1.5066
C -3.33932 -2.89414 2.67771 -0.0217 -0.0025 0.0149
C -2.25343 -2.03411 2.08426 -0.0592 -0.0571 0.0693
O -2.10652 -1.89203 0.88904 0.1484 0.0758 -0.5949
N -1.44486 -1.40800 2.97592 0.1024 0.2178 0.4265
C -0.39473 -0.45582 2.63562 -0.1579 -0.2017 -0.2001
C -0.94975 0.88653 2.21519 -0.0501 0.1899 -0.1102
C -1.33795 1.77660 3.20654 -0.1735 -0.0263 -0.0607
C -1.95430 2.96960 2.87099 -0.0011 0.0047 0.0504
C -2.19827 3.23741 1.53657 -0.0477 0.0067 -0.0553
C -1.75187 2.33452 0.59178 -0.0260 0.0120 0.0255
N -1.10338 1.20631 0.91192 0.2456 -0.4601 -0.4393
H -3.51685 -3.73714 2.01530 0.0039 0.0002 0.0040
H -4.25813 -2.30822 2.73233 0.0007 -0.0029 -0.0041
H -3.09684 -3.25591 3.67567 -0.0007 -0.0003 0.0010
H -1.68092 -1.49592 3.94948 0.0664 -0.0401 0.0157
H 0.26253 -0.84472 1.85827 -0.1506 -0.1554 -0.0041
H 0.17827 -0.33602 3.55352 0.1912 0.1285 -0.1524
H -1.16999 1.51696 4.24334 0.0123 -0.0056 -0.0023
H -2.24876 3.67149 3.63987 -0.0124 -0.0085 0.0025
H -2.70663 4.13631 1.21904 0.0036 -0.0016 -0.0034
H -1.87940 2.52229 -0.46434 0.0596 0.0528 -0.0290
N 0.42463 -5.66557 -1.63091 -0.0031 0.0086 0.0014
C -0.05797 -4.64033 -1.81464 -0.0012 -0.0037 0.0050
C -0.65546 -3.35370 -2.04030 0.0078 0.0038 0.0064
C -1.76054 -3.20026 -2.87212 0.0075 0.0059 0.0076
C -2.28087 -1.93344 -3.04782 -0.0294 0.0146 -0.0005
C -1.69623 -0.86780 -2.39082 -0.0326 -0.0221 -0.0223
N -0.64184 -1.02626 -1.58609 -0.5326 -0.0127 0.2199
C -0.11998 -2.24236 -1.41137 -0.0674 0.0401 0.0144
H -2.19072 -4.05954 -3.36775 -0.0001 0.0015 -0.0020
H -3.13171 -1.76050 -3.68959 0.0029 -0.0012 -0.0072
H -2.05412 0.14348 -2.51356 -0.0120 -0.0023 -0.0088
H 0.74090 -2.32096 -0.76249 -0.0100 -0.0072 0.0185
C 1.92288 5.62939 -0.75592 -0.0241 0.0089 0.0262
N 2.02768 4.35133 -0.04667 0.0542 -0.0187 -0.0218
C 2.92136 4.20318 0.95674 -0.0232 0.0182 0.0349
C 3.11089 3.02169 1.57672 -0.0379 0.0681 -0.0201
C 2.34881 1.91167 1.11561 0.0061 -0.2859 0.2514
N 1.42785 2.06116 0.16298 -0.2085 0.1253 -0.5951
C 1.24605 3.27942 -0.48412 -0.0344 0.0706 0.1120
O 0.43681 3.41914 -1.37427 -0.0328 -0.0623 0.0062
N 2.52464 0.69585 1.65169 -0.1409 0.3208 0.1270
H 1.89545 6.44073 -0.03192 0.0062 0.0001 0.0000
H 1.00920 5.62156 -1.33857 -0.0066 0.0060 0.0096
H 2.77319 5.75931 -1.42388 -0.0078 -0.0036 -0.0112
H 3.47540 5.09206 1.22784 0.0165 -0.0052 -0.0159
H 3.83587 2.90904 2.36646 -0.0037 -0.0087 0.0020
H 3.34111 0.56981 2.22839 0.0029 0.0303 0.0124
H 2.33539 -0.08143 1.01841 0.1047 -0.0923 -0.0434
O 0.60448 0.62895 -3.88111 0.0180 0.0008 0.0390
C 1.60403 0.25658 -3.31701 0.0556 -0.0164 -0.0296
C 2.90406 -0.19207 -3.96048 -0.0171 -0.0488 -0.0137
C 3.82765 -0.49446 -2.78264 -0.0108 -0.0188 0.0174
C 2.91653 -0.42890 -1.57414 -0.1617 0.1331 -0.2502
O 3.19269 -0.79112 -0.44173 0.0986 -0.2185 -0.0489
N 1.71777 0.11505 -1.93875 0.0570 0.0631 -0.2908
H 3.26688 0.57298 -4.64361 -0.0043 0.0190 0.0233
H 2.68640 -1.07980 -4.55571 0.0163 0.0104 -0.0210
H 4.60147 0.26414 -2.65329 0.0149 -0.0173 0.0056
H 4.32488 -1.46104 -2.82573 -0.0136 -0.0126 0.0015
```
Forces are in eV/Å.

Calculated values
multiplicity	1
charge	+1
gap between HOMO and LUMO	9.26	eV

Population analysis type Mulliken, resulting atomic charges in e: atom 1 (Pt): -0.07, atom 2 (C): -1.24, atom 3 (C): 0.59, atom 4 (O): -0.51, atom 5 (N): -0.01, atom 6 (C): -1.28, atom 7 (C): 1.13, atom 8 (C): -0.88, atom 9 (C): -0.44, atom 10 (C): -0.98, atom 11 (C): -0.16, atom 12 (N): 0.29, atom 13 (H): 0.34, atom 14 (H): 0.28, atom 15 (H): 0.38, atom 16 (H): 0.28, atom 17 (H): -0.02, atom 18 (H): 0.54, atom 19 (H): 0.48, atom 20 (H): 0.45, atom 21 (H): 0.48, atom 22 (H): 0.43, atom 23 (N): -0.46, atom 24 (C): -0.24, atom 25 (C): 0.07, atom 26 (C): -0.32, atom 27 (C): -0.92, atom 28 (C): -0.14, atom 29 (N): 0.82, atom 30 (C): 0.20, atom 31 (H): 0.54, atom 32 (H): 0.49, atom 33 (H): 0.43, atom 34 (H): 0.50, atom 35 (C): -1.09, atom 36 (N): 0.09, atom 37 (C): -0.19, atom 38 (C): -1.17, atom 39 (C): 1.09, atom 40 (N): -0.28, atom 41 (C): 0.50, atom 42 (O): -0.63, atom 43 (N): -0.14, atom 44 (H): 0.39, atom 45 (H): 0.34, atom 46 (H): 0.34, atom 47 (H): 0.44, atom 48 (H): 0.45, atom 49 (H): 0.33, atom 50 (H): 0.00, atom 51 (O): -0.57, atom 52 (C): 0.49, atom 53 (C): -0.56, atom 54 (C): -0.56, atom 55 (C): 0.44, atom 56 (O): -0.75, atom 57 (N): -0.30, atom 58 (H): 0.35, atom 59 (H): 0.26, atom 60 (H): 0.25, atom 61 (H): 0.38

***

Calculated total energy? In order: -12484.4273; -1749.7366 Eh.
Max |F|? In order: 0.063; 0.033 hartree/bohr.
Energy relative to the best compared isomer or geometry (same formula, charge and spin)? In order: 2.408; 0.175 eV.